(1)
Entry from the OMol25 dataset: a molecular structure, C39H73Br2N3O19 in a non-equilibrium geometry (wB97M-V/def2-TZVPD).

Cartesian coordinates (Å):
C  5.89  0.87  2.03
C  4.91  0.48  3.23
C  3.50  1.20  2.98
C  2.37  0.11  2.81
N  1.35  0.45  1.80
C  1.83  0.40  0.42
C  1.72  1.88  -0.23
O  1.66  2.88  0.78
C  0.64  3.85  0.58
C  -0.83  3.27  0.45
C  -1.42  2.65  1.77
O  -2.63  1.93  1.40
C  0.62  4.74  1.92
C  1.27  3.99  3.16
C  1.15  4.88  4.46
O  -0.26  5.10  4.74
C  0.86  4.87  -0.61
O  2.07  4.71  -1.36
C  3.21  5.11  -0.68
C  4.39  4.25  -0.84
C  5.64  4.51  -0.16
C  5.74  5.67  0.72
C  4.61  6.57  0.87
C  3.35  6.28  0.17
N  1.21  -0.56  -0.48
C  -0.24  -0.47  -0.65
N  -0.54  -0.09  -2.06
C  -1.52  -1.01  -2.69
C  1.81  -1.86  -0.59
Br  1.81  -2.42  -2.53
C  1.17  -3.07  0.23
C  0.60  -2.71  1.64
Br  -0.20  -4.11  -0.79
H  5.67  0.26  1.12
H  6.97  0.80  2.33
H  5.73  1.96  1.79
H  5.41  0.83  4.17
H  4.83  -0.63  3.25
H  3.63  1.80  2.05
H  3.26  1.83  3.88
H  1.85  -0.06  3.79
H  2.89  -0.83  2.45
H  0.46  -0.03  1.95
H  2.94  0.16  0.48
H  2.72  2.02  -0.75
H  0.95  1.94  -1.03
H  -1.48  4.14  0.15
H  -0.96  2.51  -0.36
H  -1.74  3.46  2.48
H  -0.72  1.97  2.32
H  -2.60  1.10  1.90
H  1.24  5.67  1.80
H  -0.42  5.11  2.15
H  2.37  3.88  2.98
H  0.83  2.98  3.35
H  1.66  5.87  4.34
H  1.55  4.30  5.33
H  -0.41  6.04  4.59
H  0.01  4.74  -1.34
H  0.76  5.94  -0.25
H  4.30  3.36  -1.51
H  6.48  3.80  -0.31
H  6.67  5.89  1.28
H  4.64  7.46  1.53
H  2.48  6.96  0.32
H  -0.60  0.41  -0.04
H  -0.85  -1.34  -0.30
H  -0.85  0.88  -2.10
H  -2.56  -0.58  -2.78
H  -1.63  -2.00  -2.18
H  -1.14  -1.24  -3.73
H  2.90  -1.82  -0.33
H  2.00  -3.81  0.40
H  1.41  -2.41  2.35
H  0.18  -3.67  2.06
H  -0.27  -2.00  1.63
C  -3.79  0.57  -7.34
O  -5.11  0.77  -6.86
C  -5.31  0.34  -5.60
O  -4.48  -0.17  -4.89
O  -6.58  0.58  -5.28
C  -6.94  0.18  -3.96
H  -3.75  0.95  -8.36
H  -3.07  1.13  -6.74
H  -3.53  -0.49  -7.36
H  -6.34  0.72  -3.22
H  -6.81  -0.90  -3.84
H  -7.99  0.42  -3.81
C  -3.43  -4.56  -0.40
O  -4.80  -4.18  -0.56
C  -5.24  -3.33  0.36
O  -4.59  -2.87  1.27
O  -6.53  -3.06  0.10
C  -7.13  -2.14  1.02
H  -3.18  -5.25  -1.20
H  -2.78  -3.69  -0.48
H  -3.28  -5.07  0.56
H  -6.62  -1.18  0.99
H  -7.12  -2.55  2.03
H  -8.16  -2.00  0.71
C  4.63  -9.61  -0.33
O  4.00  -9.11  -1.51
C  3.61  -7.83  -1.42
O  3.75  -7.11  -0.46
O  3.04  -7.50  -2.58
C  2.57  -6.15  -2.63
H  4.90  -10.65  -0.51
H  5.54  -9.05  -0.11
H  3.95  -9.58  0.52
H  3.40  -5.45  -2.50
H  1.81  -5.98  -1.87
H  2.13  -5.99  -3.61
C  -4.08  -2.56  4.10
O  -4.43  -2.87  5.45
C  -4.17  -4.13  5.81
O  -3.69  -4.98  5.11
O  -4.55  -4.28  7.09
C  -4.33  -5.59  7.61
H  -4.34  -1.52  3.92
H  -3.01  -2.69  3.94
H  -4.65  -3.17  3.41
H  -3.27  -5.84  7.59
H  -4.91  -6.32  7.06
H  -4.66  -5.59  8.65
C  1.55  5.19  -5.66
O  1.45  3.82  -6.04
C  0.59  3.10  -5.31
O  -0.07  3.52  -4.39
O  0.59  1.85  -5.76
C  -0.29  0.98  -5.05
H  2.27  5.66  -6.33
H  0.58  5.69  -5.77
H  1.91  5.28  -4.64
H  -1.33  1.31  -5.14
H  0.00  0.90  -4.00
H  -0.21  -0.01  -5.50

Computed properties:
E_LUMO = 0.28 eV
net charge = 0
orbital gap = 8.8 eV
2S+1 = 1

***

(2)
Entry from the OMol25 dataset: 13 unconnected molecules or ions with the total composition C39H73N9O12 in a non-equilibrium geometry (wB97M-V/def2-TZVPD).

Cartesian coordinates (Å):
C  8.95  10.68  20.64
C  8.34  9.33  20.75
O  8.41  8.88  19.37
C  8.51  9.93  18.58
O  8.42  9.91  17.42
O  8.64  11.05  19.28
H  10.03  10.82  20.75
H  8.49  11.42  21.32
H  7.30  9.50  21.03
H  8.82  8.54  21.31
C  9.94  19.07  25.54
C  9.28  17.77  25.52
N  8.79  16.71  25.50
H  10.81  19.19  24.88
H  10.26  19.28  26.56
H  9.26  19.83  25.16
C  8.24  17.07  22.37
C  7.61  17.42  21.11
N  7.22  17.74  20.09
H  9.28  16.67  22.25
H  7.66  16.31  22.87
H  8.41  18.00  22.92
C  9.30  13.59  26.38
C  10.60  14.04  25.84
N  11.61  14.29  25.40
H  8.51  13.91  25.68
H  9.17  14.10  27.32
H  9.40  12.55  26.66
C  10.19  13.54  21.70
C  10.91  14.78  21.49
N  11.46  15.78  21.31
H  10.70  12.86  22.42
H  10.01  13.07  20.74
H  9.19  13.67  22.09
C  9.05  12.96  16.31
C  9.40  13.55  17.57
N  9.70  14.18  18.50
H  8.09  13.42  16.04
H  8.83  11.88  16.43
H  9.82  13.07  15.52
C  6.39  14.88  18.63
C  6.91  14.15  19.78
N  7.22  13.50  20.67
H  7.25  14.93  17.92
H  6.13  15.92  18.80
H  5.63  14.29  18.06
C  14.00  15.78  23.31
C  15.42  15.69  23.53
N  16.50  15.47  23.81
H  13.75  15.95  22.30
H  13.50  16.52  23.94
H  13.50  14.84  23.60
C  12.33  18.42  19.86
C  11.49  19.05  20.90
N  10.86  19.38  21.80
H  12.88  17.69  20.41
H  13.01  19.18  19.40
H  11.77  17.87  19.13
C  13.90  12.20  26.81
C  12.64  11.55  27.14
N  11.71  10.93  27.39
H  13.87  12.80  25.88
H  14.71  11.45  26.67
H  14.18  12.84  27.64
C  12.21  9.55  18.46
O  12.35  9.93  17.13
C  11.99  8.86  16.27
C  12.29  9.26  14.88
O  11.50  10.39  14.52
C  12.10  11.13  13.47
C  11.65  10.58  12.17
O  10.28  10.84  11.95
C  10.00  10.49  10.58
H  11.20  9.51  18.83
H  12.84  10.21  19.02
H  12.55  8.54  18.63
H  10.93  8.71  16.43
H  12.67  8.01  16.48
H  12.18  8.45  14.12
H  13.38  9.51  14.78
H  13.18  11.06  13.58
H  11.72  12.14  13.63
H  11.95  9.53  12.16
H  12.16  11.04  11.27
H  8.92  10.56  10.47
H  10.40  9.50  10.34
H  10.44  11.22  9.84
C  13.28  13.19  19.69
O  12.86  12.22  20.66
C  13.87  11.69  21.47
C  13.32  10.62  22.34
O  12.28  11.20  23.16
C  11.68  10.17  23.96
C  10.41  10.63  24.58
O  9.38  10.51  23.59
C  8.10  10.54  24.17
H  13.81  12.72  18.86
H  13.88  13.98  20.17
H  12.35  13.60  19.34
H  14.32  12.49  22.13
H  14.73  11.21  20.90
H  14.08  10.18  22.94
H  12.86  9.77  21.79
H  12.39  9.81  24.68
H  11.41  9.30  23.31
H  10.42  11.67  24.91
H  10.19  10.00  25.43
H  7.80  11.46  24.73
H  7.99  9.67  24.84
H  7.35  10.47  23.37
C  8.57  17.64  16.94
O  9.17  18.08  15.76
C  10.50  18.49  15.86
C  10.65  19.82  16.64
O  10.07  20.85  15.85
C  10.32  22.18  16.36
C  9.41  23.15  15.65
O  9.98  23.82  14.53
C  10.58  25.02  14.92
H  9.06  16.77  17.41
H  7.54  17.43  16.66
H  8.46  18.49  17.58
H  10.86  18.64  14.87
H  11.06  17.76  16.51
H  11.74  20.04  16.72
H  10.22  19.85  17.63
H  11.38  22.47  16.26
H  10.07  22.21  17.46
H  9.06  23.89  16.38
H  8.59  22.56  15.32
H  10.95  25.45  14.01
H  11.38  24.93  15.66
H  9.76  25.57  15.48

Computed properties:
E_LUMO = 0.55 eV
net charge = 0
orbital gap = 9.9 eV
2S+1 = 1